{"formula": "C3H4N3", "method": "wB97M-V/def2-TZVPD", "s_squared": 2.02, "homo_energy_ev": [-16.476, -17.340], "spin_multiplicity": 3, "total_charge": 1, "elements": ["C", "C", "C", "N", "N", "N", "H", "H", "H", "H"], "positions_angstrom": [[0.487480, -1.861679, 1.209156], [0.862526, -0.580379, 0.375741], [0.128327, 0.632461, 0.277822], [1.463778, -2.673273, 0.937864], [2.037260, -0.895232, -0.197505], [2.401193, -1.947751, 0.317932], [-0.395359, -2.147838, 1.628146], [0.500326, 1.302377, 1.034908], [-0.857760, 0.512862, 0.865384], [-0.010592, 1.112864, -0.696316]], "forces_ev_per_angstrom": [[3.5528, 1.9919, -3.8407], [-1.5343, -1.0227, 1.5047], [-2.7407, 0.1308, 1.1610], [0.8682, -1.0325, 1.8893], [1.5315, 0.0000, 0.4327], [-1.7682, -0.0379, -1.3071], [-2.2645, -0.6104, 1.3251], [1.1354, 0.9627, 0.1164], [0.8930, -0.2708, -1.5461], [0.3269, -0.1112, 0.2646]], "lowdin_spin": [0.186, 0.362, 0.084, 0.136, 0.319, 0.846, 0.006, 0.039, 0.011, 0.012]}

***

{"formula": "C4H13NSSi", "method": "wB97M-V/def2-TZVPD", "homo_energy_ev": -8.605, "total_charge": 0, "elements": ["C", "C", "C", "C", "N", "Si", "S", "H", "H", "H", "H", "H", "H", "H", "H", "H", "H", "H", "H", "H"], "positions_angstrom": [[-1.244087, -0.840152, 1.701198], [-1.443366, 1.961881, 0.216315], [-1.500327, -0.904362, -1.172987], [3.409592, -0.303442, -0.925848], [1.014519, 0.133121, 0.183374], [-0.664173, 0.194137, 0.187574], [2.221411, 1.088280, -0.593696], [-1.306562, -1.907263, 1.441424], [-0.644611, -0.660182, 2.518010], [-2.267943, -0.477465, 1.782515], [-1.879745, 1.935696, -0.741430], [-2.141944, 2.222327, 0.972855], [-0.657507, 2.681364, -0.000807], [-1.352531, -2.020605, -0.978529], [-2.562893, -0.633657, -1.080011], [-1.156467, -0.908599, -2.237699], [3.370297, -0.749749, -1.921900], [2.969965, -0.928392, -0.200735], [4.467267, -0.037372, -0.607371], [1.369096, 0.154427, 1.457749]], "forces_ev_per_angstrom": [[-0.9775, 0.1332, -3.0771], [2.0035, -1.4664, -0.8387], [1.0248, -0.8437, -0.5029], [0.8666, 1.5252, 0.1933], [4.0777, 0.6214, 5.1216], [-2.7250, -1.0954, 0.3151], [-0.0763, -0.6505, -0.6385], [0.2684, 0.3714, 0.1825], [0.9525, 0.3250, 2.2042], [-0.1213, -0.0504, 0.6752], [-1.4382, 0.1263, -1.2199], [-0.3597, 0.2655, 0.6271], [0.1751, 0.3544, 0.8041], [-0.3686, 1.4786, 0.4454], [0.1462, -0.3576, -0.3713], [-0.4423, 0.8510, 0.6959], [-0.0672, 0.3007, 0.1356], [0.0469, -1.4309, 0.6635], [-1.3607, -0.2007, -0.5505], [-1.6247, -0.2572, -4.8646]], "mulliken_charge": [-1.104, -1.138, -1.041, -0.688, -0.317, 0.409, -0.034, 0.255, 0.416, 0.262, 0.357, 0.355, 0.315, 0.278, 0.270, 0.331, 0.255, 0.230, 0.289, 0.301]}

***

{"formula": "C3H4N2O", "method": "wB97M-V/def2-TZVPD", "smiles": "On1cccn1", "homo_energy_ev": -8.922, "total_charge": 0, "elements": ["C", "C", "C", "H", "H", "H", "H", "N", "N", "O"], "positions_angstrom": [[0.939008, -0.478163, -0.195269], [-0.161752, -1.191295, -0.059410], [-1.286938, -0.412328, -0.119189], [0.173061, 2.518135, 0.522628], [1.868111, -0.783329, -0.343435], [0.128438, -2.316775, 0.161860], [-2.266531, -0.878235, 0.222260], [0.472353, 0.814648, -0.325910], [-0.822861, 0.817103, 0.022433], [0.957112, 1.910239, 0.114032]], "forces_ev_per_angstrom": [[-1.8655, 3.5160, -0.0632], [1.5993, -6.8956, -0.0252], [-1.1129, -0.9421, 2.9720], [2.2953, -2.6595, -1.6409], [3.9935, -0.8841, -0.4131], [-1.7818, 2.0617, -0.9174], [1.0045, 1.6645, -0.8479], [-4.1893, -3.1008, 1.1143], [-2.4878, 0.4024, -2.5510], [2.5448, 6.8374, 2.3726]], "mulliken_charge": [-0.380, -0.236, -0.198, 0.431, 0.520, 0.216, 0.299, 0.600, -0.695, -0.556]}

***

{"formula": "H5N2P", "method": "wB97M-V/def2-TZVPD", "homo_energy_ev": -7.285, "total_charge": 0, "elements": ["N", "N", "P", "H", "H", "H", "H", "H"], "positions_angstrom": [[-1.562889, 0.121131, -1.402858], [-0.411929, 0.246267, -0.459766], [-0.128351, -0.987641, 0.473739], [-1.444439, 0.593443, -2.361034], [-1.692791, -0.848430, -1.400666], [0.403363, 0.793512, -0.729436], [2.654997, 0.313039, 2.822094], [2.182039, -0.231321, 3.057927]], "forces_ev_per_angstrom": [[0.9773, 3.5662, -0.6127], [-0.4649, -0.0362, -2.4601], [0.4769, -1.4060, 1.8824], [0.2190, -1.1911, 2.0046], [-0.4423, -1.6235, -0.6119], [-0.8022, 0.6708, -0.2313], [-0.3520, -0.4291, 0.2324], [0.3882, 0.4489, -0.2035]], "mulliken_charge": [-0.589, -0.043, -0.180, 0.265, 0.283, 0.266, 0.042, -0.045]}

***

{"formula": "C3H7N3O2", "method": "wB97M-V/def2-TZVPD", "smiles": "[H]/N=C(/C)NC(=O)NO", "homo_energy_ev": -9.695, "total_charge": 0, "elements": ["C", "N", "N", "C", "C", "O", "N", "O", "H", "H", "H", "H", "H", "H", "H"], "positions_angstrom": [[-1.915764, 0.826308, -0.377761], [2.188061, -0.419584, 0.184440], [-0.004071, -0.408593, 0.572158], [0.999915, 0.333873, 0.015547], [-1.376138, -0.401294, 0.268953], [3.197557, -0.083050, -0.735622], [-2.133364, -1.360651, 0.560842], [0.921757, 1.288966, -0.720607], [2.908995, 0.751131, -1.154736], [2.586256, -0.450199, 1.117717], [0.428988, -1.299135, 0.910322], [-1.679507, -2.175565, 0.966023], [-1.456195, 0.967424, -1.354028], [-2.992008, 0.726676, -0.472444], [-1.674482, 1.703692, 0.219197]], "forces_ev_per_angstrom": [[0.0201, 0.1910, -0.0610], [0.6244, 0.2180, -0.3698], [0.6681, -1.0115, 0.8984], [0.1735, -0.8661, -1.0151], [0.1546, 0.2456, 0.3542], [0.0521, 0.3129, 0.1457], [-0.6499, -0.5352, -0.1243], [0.1339, 0.0945, 0.2581], [-0.0877, -0.0849, 0.2880], [-0.0498, 0.2373, -0.0392], [-1.2370, 0.9803, -0.4066], [0.2039, 0.1467, 0.1115], [-0.0422, 0.0546, -0.0239], [0.0093, -0.0670, -0.0017], [0.0267, 0.0840, -0.0143]], "mulliken_charge": [-1.022, -0.207, -0.225, 0.491, 0.668, -0.424, -0.664, -0.623, 0.341, 0.244, 0.327, 0.206, 0.283, 0.299, 0.306]}

***

{"formula": "C5H9NO", "method": "wB97M-V/def2-TZVPD", "smiles": "Cc1ccc[nH]1.O", "homo_energy_ev": -8.055, "total_charge": 0, "elements": ["C", "C", "N", "C", "C", "C", "H", "H", "H", "H", "H", "H", "H", "H", "H", "O"], "positions_angstrom": [[-1.482333, 0.578385, -1.136328], [-1.844662, -0.734976, -1.480793], [-0.948393, -1.617634, -0.882842], [-0.126531, -0.880414, -0.065863], [-0.467076, 0.436911, -0.159593], [0.974327, -1.501945, 0.782205], [-2.026518, 1.456060, -1.236379], [-2.502552, -1.009195, -2.299902], [-1.264860, -2.570171, -0.844888], [0.071784, 1.234749, 0.412746], [1.780734, -1.761970, 0.044190], [1.445687, -0.935891, 1.605530], [0.599029, -2.532127, 1.193129], [1.911755, 3.024050, 0.573712], [1.943566, 3.200180, 2.185623], [1.936044, 3.613989, 1.309454]], "forces_ev_per_angstrom": [[-0.1391, -2.9890, 1.1800], [0.8281, 1.8837, -0.6676], [-1.2642, 1.2441, -0.6760], [0.7046, -0.3231, 1.7666], [1.2841, 0.8115, 0.3148], [-0.2497, -2.4576, -0.9050], [-0.8438, 1.3125, -0.8986], [-0.0170, -0.3513, 0.4971], [0.8196, -0.2986, 0.3421], [-0.7435, -0.8182, -0.7228], [-0.3713, 0.0853, 0.8647], [-0.7451, 0.0639, -0.5669], [0.7384, 1.8513, -0.5108], [-0.0111, -1.0720, -0.1473], [-0.0224, -0.3836, -0.9121], [0.0327, 1.4412, 1.0418]], "mulliken_charge": [-0.800, -0.432, -0.071, 0.174, -0.016, -1.022, 0.432, 0.344, 0.259, 0.338, 0.252, 0.306, 0.244, 0.315, 0.319, -0.641]}